Record 1
{"formula": "C4H9NO2", "method": "the ωB97M-V functional and the def2-TZVPD basis", "de_lowest_kj_mol": 258.7, "fmax_ev_per_a": 1.08, "total_charge": 0, "lumo_ev": 0.836, "orbital_gap_ev": 11.180, "symbols": ["O", "O", "N", "C", "C", "C", "C", "H", "H", "H", "H", "H", "H", "H", "H", "H"], "coordinates": [[1.34138, -0.70726, 1.26234], [-0.65599, 1.09949, 1.04090], [-0.95688, -1.69624, -0.97921], [-1.83420, -0.64501, -1.36652], [-0.17949, -2.48925, -0.61387], [1.52337, 0.36118, 0.34692], [0.68108, 1.52440, 0.85257], [-0.55394, 0.25543, 1.51329], [1.19392, 0.07425, -0.66259], [-1.48338, -0.21958, -2.31050], [1.10077, 1.89917, 1.79866], [-1.80802, 0.12409, -0.58717], [2.58415, 0.64376, 0.29791], [-2.84433, -1.04032, -1.49649], [0.68650, 2.34976, 0.13270], [1.20505, -1.53385, 0.77104]]}


Record 2
{"formula": "C13H61B8NO3PbZr", "method": "the ωB97M-V functional and the def2-TZVPD basis", "fmax_ev_per_a": 3.84, "total_charge": -2, "lumo_ev": 3.633, "orbital_gap_ev": 5.043, "symbols": ["Pb", "Zr", "O", "O", "O", "N", "C", "C", "C", "C", "C", "C", "C", "C", "C", "C", "C", "C", "C", "B", "B", "B", "B", "B", "B", "B", "B", "H", "H", "H", "H", "H", "H", "H", "H", "H", "H", "H", "H", "H", "H", "H", "H", "H", "H", "H", "H", "H", "H", "H", "H", "H", "H", "H", "H", "H", "H", "H", "H", "H", "H", "H", "H", "H", "H", "H", "H", "H", "H", "H", "H", "H", "H", "H", "H", "H", "H", "H", "H", "H", "H", "H", "H", "H", "H", "H", "H", "H"], "coordinates": [[1.48705, -1.58300, 2.03658], [0.45776, 3.82238, 0.48410], [2.37058, -2.46903, -0.28452], [-1.78121, -2.61772, -4.33709], [3.98134, -0.84106, 1.30308], [-1.78452, -2.04708, -3.03617], [4.50088, -1.40717, 0.11341], [-2.97021, 0.06602, -3.78040], [-4.06577, -2.94447, -2.41962], [-1.78265, -0.59081, -3.07303], [-1.67442, -0.05524, -1.62525], [1.77384, -2.39997, -1.55669], [3.77188, -2.67000, -0.27864], [-2.02669, -4.29104, -2.07147], [4.52906, 0.43543, 1.60170], [-2.33357, -2.31347, -0.69690], [-2.55595, -2.85252, -2.11917], [-2.55948, -0.80453, -0.61961], [-0.44312, -0.14334, -3.70028], [-2.25126, 1.54529, 4.21322], [-1.68234, 2.95849, 0.26578], [-1.16732, -2.19012, 2.74208], [0.51604, 4.16984, -1.78043], [1.66322, -0.78261, 4.49038], [0.71350, 3.78697, 3.03532], [2.84503, 3.64740, 0.52068], [0.90756, 0.94812, 0.85772], [-0.07382, 0.93513, 1.53006], [-2.20969, -2.63755, 2.33050], [5.57694, -1.60028, 0.23930], [0.40782, -0.33470, -3.05554], [-3.09214, -2.76432, -0.05640], [0.82365, 3.06740, -1.59888], [3.95520, -3.50040, 0.41518], [-0.26279, -0.67869, -4.64461], [0.74840, -2.03360, -1.51102], [-0.42380, -3.03451, 3.19530], [1.17519, 0.10513, 3.82833], [-0.94532, -4.38747, -1.94678], [-1.88870, 4.07430, 0.00282], [-2.55925, -4.88739, -1.33601], [4.03054, 3.57157, 0.58979], [5.61022, 0.37060, 1.75898], [-1.42616, -1.35165, 3.53958], [1.37175, 4.86098, -1.42430], [-1.09006, 1.39253, 3.93883], [1.02347, -1.79637, 4.39051], [-3.60265, -0.65056, -0.92662], [2.41899, 3.09671, 1.43510], [4.17417, -3.10095, -1.20256], [1.10288, 4.61271, 2.30069], [-2.41104, -0.40989, 0.38450], [-4.24561, -2.94350, -3.49712], [0.90745, -0.09185, 0.24627], [4.42885, -0.63013, -0.66205], [-0.91674, 2.54938, -0.48652], [-2.33432, 2.28210, 5.18630], [0.89925, 1.92736, 0.15404], [-0.68168, -1.62899, 1.78552], [-3.24937, -0.54788, -4.64501], [-0.42417, 4.45187, -1.18575], [2.74575, -1.03358, 3.95376], [1.78667, -0.42095, 5.62077], [-1.17419, 2.99567, 1.29360], [-2.76924, 1.09011, -4.07552], [2.33680, -1.80533, -2.28314], [-2.91767, 1.98468, 3.29193], [0.27956, 2.90133, 2.41966], [-0.53264, 0.89098, -4.03556], [1.66570, -3.40587, -1.99448], [-2.62551, 2.25032, 0.28481], [-0.66977, 0.01332, -1.21318], [-0.85684, -2.83734, -4.47218], [-3.84714, -0.06064, -3.13911], [1.68362, 3.40839, 3.61115], [2.53367, 3.06793, -0.42559], [-1.32669, -2.50610, -0.32511], [-0.14917, 4.21294, 3.73735], [2.40104, 4.70829, 0.45716], [4.03997, 0.73475, 2.52843], [-4.46089, -3.88416, -2.02803], [-2.19142, -4.73913, -3.06244], [-2.80104, 0.52513, 4.57503], [4.25143, 1.17444, 0.84703], [-2.10961, 0.94605, -1.61185], [-4.65591, -2.15769, -1.94851], [0.24939, 4.23136, -2.93731], [1.85745, 1.05123, 1.57413]]}


Record 3
{"formula": "C7H8ClF", "method": "the ωB97M-V functional and the def2-TZVPD basis", "de_lowest_kj_mol": 27.0, "fmax_ev_per_a": 4.80, "total_charge": 0, "lumo_ev": 0.165, "smiles": "C[C@@H]1C=CC=C[C@@]1(F)Cl", "orbital_gap_ev": 8.988, "symbols": ["Cl", "F", "C", "C", "C", "C", "C", "C", "C", "H", "H", "H", "H", "H", "H", "H", "H"], "coordinates": [[3.25759, 0.11280, 0.67788], [2.27646, -1.53080, -1.04245], [1.41539, 0.45728, -1.32335], [0.64158, 1.48419, -1.08243], [1.86139, -0.45190, -0.34987], [0.46416, -0.52403, 0.89187], [-0.13424, 1.74602, 0.11872], [-0.60300, -1.40655, 0.28526], [-0.09112, 0.79253, 1.06416], [-0.65464, 0.82978, 1.97062], [-0.48299, 2.77614, 0.28019], [-1.36678, -1.53876, 1.01586], [-1.00111, -0.90410, -0.66786], [0.49682, 2.08875, -1.95074], [1.80539, 0.35714, -2.31032], [0.80783, -0.86012, 1.86777], [-0.31055, -2.49549, 0.07197]]}